[1]
C3H4O2Sr as an isolated structure at a distorted geometry. Source: the OMol25 dataset; level of theory: ωB97M-V with the def2-TZVPD basis set.

## Properties
2S+1 = 2
ΔE to the lowest compared entry with this formula, charge and spin = 0.0 kcal/mol
LUMO energy (alpha / beta) = -5.255 / -5.455 eV
electronic energy = -8098.368 eV
highest occupied orbital energy (alpha / beta) = -10.80 / -13.13 eV
molar mass = 159.68 g mol⁻¹
net charge = +1

Element x y z (Å)
Sr -2.113 -1.003 -3.151
O -1.496 -0.954 -0.869
O -0.297 0.190 -2.289
C 0.746 0.454 0.495
C 0.478 0.044 1.813
C -0.526 -0.192 -1.112
H -0.154 0.645 2.469
H 1.721 0.142 0.098
H 0.717 1.539 0.328
H 0.924 -0.865 2.218

Atoms 1-6, force components in eV/Å:
Sr 0.35 0.16 0.54
O -0.30 -0.28 0.31
O 0.51 0.43 -0.31
C 0.61 0.60 -0.94
C -0.28 -0.17 -0.16
C 0.59 0.21 1.25

---

[2]
C29H81AsF6KN7O8 as an isolated structure at a distorted geometry. Source: the OMol25 dataset; level of theory: ωB97M-V with the def2-TZVPD basis set.

## Properties
ΔE to the lowest compared entry with this formula, charge and spin = 127.3 kcal/mol
LUMO energy = -2.807 eV
electronic energy = -151660.409 eV
highest occupied orbital energy = -8.46 eV
molar mass = 884.02 g mol⁻¹

Element x y z (Å)
As -1.479 0.287 1.163
K 4.162 5.511 1.798
F -2.632 1.302 2.016
F -2.847 -0.854 0.878
F -0.399 -0.843 0.179
F -1.819 1.104 -0.462
F -0.149 1.411 1.522
F -1.203 -0.572 2.687
O 6.145 -7.894 -2.188
O -2.170 -7.613 2.642
O -6.693 -2.897 6.438
O 9.582 0.712 7.292
O -9.154 0.867 -3.458
O 3.405 0.799 -8.512
O -0.110 6.998 5.772
O -1.273 6.482 -5.724
N 7.738 1.603 4.979
N 2.185 -0.141 -6.134
N -5.822 1.592 -4.837
N -2.883 4.750 6.774
N -4.274 -6.805 0.624
N 2.426 -7.422 -1.940
N 0.294 7.963 -2.853
C 9.201 1.196 8.613
C -1.945 5.756 6.895
C 3.420 0.596 -6.129
C -3.465 -7.210 3.066
C -7.753 0.979 -3.313
C 3.675 -9.410 -1.555
C -7.212 1.756 -4.540
C 6.343 -0.174 5.618
C 3.521 1.557 -7.326
C -0.467 8.171 6.461
C 8.631 -0.080 6.601
C -9.663 -0.163 -2.599
C -0.607 7.225 -3.654
C 4.640 -0.294 -5.899
C -0.432 7.482 -5.130
C 7.230 -7.662 -3.120
C -6.909 -2.142 5.290
C -4.348 -9.059 1.459
C -0.985 5.249 8.011
C 3.729 -7.914 -1.562
C 3.783 1.564 -9.676
C -4.425 -7.564 1.865
C -8.032 1.362 -5.807
C 7.425 0.738 6.091
C -1.183 6.097 5.668
C -1.454 6.631 -7.112
C -1.177 -7.129 3.544
C 4.844 -7.405 -2.593
C -2.038 7.537 -3.237
H 4.416 2.176 -7.267
H 0.051 8.943 -2.806
H -0.472 6.158 -3.475
H 6.976 1.309 6.904
H 3.001 2.285 -9.914
H -2.105 5.868 -7.539
H 4.576 -9.747 -1.043
H 7.052 -8.180 -4.063
H 1.481 0.508 -6.456
H 8.659 0.429 9.166
H -1.874 6.395 4.879
H 2.887 -9.870 -0.958
H -0.973 -6.068 3.689
H 4.720 -1.126 -6.598
H -9.075 1.679 -5.788
H 6.108 -0.927 6.369
H 6.564 -0.690 4.683
H -1.841 7.621 -7.351
H -7.965 0.281 -5.924
H -1.494 8.471 6.251
H 8.358 2.354 5.249
H -3.400 -9.170 0.934
H -2.428 6.704 7.131
H 4.751 2.017 -9.466
H -1.458 5.105 8.982
H 1.185 8.087 -3.311
H -7.587 1.444 -2.341
H 3.876 0.882 -10.522
H -0.209 -7.574 3.312
H -0.701 8.517 -5.340
H 5.430 0.410 5.503
H 8.420 -0.913 7.271
H -9.951 0.221 -1.621
H 8.172 -8.168 -2.909
H 4.601 -0.696 -4.886
H -6.364 -2.285 7.101
H 3.714 -9.923 -2.517
H 9.150 -0.415 5.702
H -3.472 -6.144 3.294
H 0.569 7.290 -5.516
H -3.698 5.027 6.246
H 7.411 -6.620 -3.383
H -0.184 5.981 8.122
H -0.925 5.151 5.193
H 4.911 -6.322 -2.490
H 4.579 -7.724 -3.600
H 8.187 1.037 4.274
H -5.430 -7.347 2.228
H -7.235 0.031 -3.459
H -0.269 8.213 7.532
H 3.984 -7.603 -0.550
H -6.064 -1.534 4.967
H 1.904 -7.564 -1.087
H -8.924 -0.930 -2.363
H -0.517 4.307 7.726
H -7.266 2.829 -4.357
H -4.281 -9.719 2.324
H -3.332 -7.025 0.335
H 3.418 1.280 -5.280
H 1.880 -0.318 -5.187
H -4.196 -5.856 0.961
H 10.109 1.475 9.148
H -7.514 1.638 -6.726
H -5.404 2.455 -5.154
H -5.199 -9.350 0.843
H 2.454 -6.413 -1.946
H -0.505 6.493 -7.630
H 0.203 8.925 6.049
H -1.412 -7.487 4.546
H -2.402 4.062 6.213
H -7.100 -2.872 4.503
H -7.788 -1.562 5.572
H -2.278 8.595 -3.134
H -5.369 1.337 -3.971
H 5.561 0.270 -6.046
H 8.492 2.023 8.568
H -10.484 -0.700 -3.073
H -3.817 -7.780 3.925
H 2.634 2.186 -7.265
H -2.761 6.918 -3.770
H -2.102 7.206 -2.200

Atoms 1-6, force components in eV/Å:
As -0.99 -1.56 -1.80
K -0.19 -0.16 0.02
F 0.74 0.09 -0.58
F 1.25 0.98 -0.06
F -0.96 1.49 1.65
F 0.42 -0.63 2.27